1.
Here is a cluster of 2 separate species, C2H4S3 in total from the Open Molecules 2025 dataset. Energies are from the ωB97M-V functional and the def2-TZVPD basis.

ORCA input file:
```
! wB97M-V def2-TZVPD RIJCOSX def2/J DEFGRID3
* xyz 0 1
C -0.954 0.865 -0.198
C 1.683 0.104 0.056
S -1.302 2.410 -0.192
S -2.981 -1.263 -0.360
S -0.063 -0.549 -0.101
H 2.360 -0.704 -0.309
H 1.827 0.327 1.172
H 1.695 0.982 -0.396
H -2.266 -2.171 0.326
*
```

## Properties
E_LUMO (spin up / spin down): -1.6 / -1.8 eV
Calculated total energy: -34641.0788 eV
HOMO-LUMO gap (spin up / spin down): 6.49 / 5.98 eV
ΔE to the lowest compared entry with this formula, charge and spin: 3.1473 eV

Löwdin atomic charges, in units of e: -1.1126 -0.3161 0.7587 0.1537 0.7694 0.0574 0.0722 -0.0413 -0.3415


2.
Here is a cluster of 2 separate species, C4H12NO in total from the Open Molecules 2025 dataset. Energies are from the ωB97M-V functional and the def2-TZVPD basis.

ORCA input file:
```
! wB97M-V def2-TZVPD RIJCOSX def2/J DEFGRID3
* xyz 2 2
C -2.115 0.295 1.831
C -0.643 -0.048 1.732
C -0.238 -0.302 0.290
C 1.936 -0.399 -0.854
N 1.264 -0.610 0.187
H -2.403 0.610 2.826
H -2.772 -0.647 1.612
H -2.408 1.163 1.259
H -0.445 -0.894 2.392
H -0.022 0.712 2.294
H -0.496 0.568 -0.403
H -0.822 -1.209 -0.174
H 1.567 -0.617 -1.924
H 3.139 -0.473 -0.730
H 1.803 -0.523 1.060
H -0.414 1.388 -3.261
H 0.331 0.179 -3.358
O 0.056 0.843 -2.611
*
```

## Properties
E_LUMO (spin up / spin down): -9.2 / -15.6 eV
Calculated total energy: -7856.2732 eV
⟨S²⟩: 0.7531
HOMO-LUMO gap (spin up / spin down): 10.40 / 3.75 eV
ΔE to the lowest compared entry with this formula, charge and spin: 3.9805 eV

Löwdin atomic charges, in units of e: 0.0200 -0.1120 -0.0637 0.1669 0.0583 0.1121 0.2151 0.1299 0.2018 0.2360 0.1653 0.2203 0.1449 0.2059 0.1834 0.0770 0.1247 -0.0858


3.
Here is an isolated molecule of C4H7N3O from the Open Molecules 2025 dataset. Energies are from the ωB97M-V functional and the def2-TZVPD basis.

ORCA input file:
```
! wB97M-V def2-TZVPD RIJCOSX def2/J DEFGRID3
* xyz 0 1
C 2.448 0.647 -0.108
C 1.381 0.153 1.016
C -0.913 0.267 0.365
C -2.833 -0.086 -0.541
H 2.004 0.247 -1.094
H 2.554 1.741 -0.326
H 3.398 0.164 -0.061
H 1.194 -0.929 0.998
H 1.765 0.175 2.093
H -3.945 -0.291 -0.839
H -2.223 -1.843 -0.978
N 0.001 0.806 1.052
N -2.300 0.567 0.356
N -1.850 -0.910 -1.352
O -0.682 -0.708 -0.579
*
```

## Properties
E_LUMO: 0.7 eV
Calculated total energy: -10775.9274 eV
SMILES: CC/N=c1/nc[nH]o1
HOMO-LUMO gap: 10.13 eV
ΔE to the lowest compared entry with this formula, charge and spin: 3.8199 eV

Löwdin atomic charges, in units of e: -0.0777 -0.2279 -0.4450 -0.1485 0.0759 0.0707 0.0352 0.0839 0.1060 0.1618 0.1424 0.0954 0.1458 0.0384 -0.0564


4.
Here is an isolated molecule of C5H13NSi from the Open Molecules 2025 dataset. Energies are from the ωB97M-V functional and the def2-TZVPD basis.

ORCA input file:
```
! wB97M-V def2-TZVPD RIJCOSX def2/J DEFGRID3
* xyz 0 1
C -2.732 -0.258 0.245
C -1.380 -0.758 0.027
C -3.371 0.638 -0.480
C 1.807 1.564 -0.610
C 1.819 -1.368 -0.367
N -0.376 0.039 0.846
Si 1.343 0.112 0.575
H -3.169 -0.477 1.205
H 1.826 0.120 1.951
H -1.272 -1.945 0.261
H -1.105 -0.606 -1.053
H -4.310 0.924 -0.121
H -2.993 1.041 -1.381
H 1.832 1.126 -1.636
H 0.991 2.391 -0.569
H 2.709 2.059 -0.440
H 0.945 -2.023 -0.513
H 2.179 -1.187 -1.426
H 2.536 -1.863 0.258
H -0.771 0.958 0.874
*
```

## Properties
E_LUMO: 1.0 eV
Calculated total energy: -14762.7668 eV
SMILES: C=CCN[SiH](C)C
HOMO-LUMO gap: 9.90 eV
ΔE to the lowest compared entry with this formula, charge and spin: 1.2934 eV

Löwdin atomic charges, in units of e: -0.2201 -0.2925 0.0189 -0.2027 -0.2200 -0.1610 0.4750 0.0984 -0.0239 0.1503 0.1083 0.0377 0.0532 0.0248 0.0510 -0.0252 0.0199 0.0567 0.0089 0.0423


5.
Here is a cluster of 7 separate species, C24H67N5O7 in total from the Open Molecules 2025 dataset. Energies are from the ωB97M-V functional and the def2-TZVPD basis.

ORCA input file:
```
! wB97M-V def2-TZVPD RIJCOSX def2/J DEFGRID3
* xyz 0 1
C -2.514 -2.236 3.252
C -2.244 -3.175 2.137
C -3.448 -3.179 1.095
O -1.092 -2.792 1.506
H -2.390 -1.188 2.979
H -1.860 -2.484 4.088
H -3.511 -2.410 3.656
H -2.037 -4.185 2.491
H -4.350 -3.684 1.443
H -3.108 -3.716 0.209
H -3.808 -2.183 0.837
H -1.040 -3.368 0.739
C 5.598 4.320 -0.794
C 5.083 3.013 -0.168
C 3.770 2.698 -0.907
O 3.035 1.683 -0.271
C 1.860 1.273 -0.913
N 6.043 1.928 -0.448
H 6.447 4.746 -0.259
H 4.837 5.098 -0.728
H 5.827 4.171 -1.849
H 4.873 3.114 0.896
H 3.944 2.504 -1.965
H 3.173 3.608 -0.968
H 1.050 2.001 -0.864
H 1.540 0.387 -0.365
H 2.023 1.017 -1.960
H 5.643 1.017 -0.279
H 6.835 1.966 0.178
C 0.044 -2.564 -2.321
C -0.151 -4.046 -2.680
C -1.179 -4.737 -1.773
O -0.710 -4.637 -0.439
C -0.089 -5.698 0.220
N -0.644 -4.202 -4.064
H -0.887 -2.007 -2.423
H 0.889 -2.136 -2.860
H 0.297 -2.384 -1.276
H 0.786 -4.600 -2.628
H -1.435 -5.764 -2.032
H -2.132 -4.211 -1.836
H 0.177 -5.377 1.227
H 0.722 -6.051 -0.417
H -0.729 -6.575 0.320
H -0.513 -5.163 -4.344
H -0.139 -3.655 -4.746
C -0.352 2.016 4.019
C -0.700 2.940 2.753
C -2.197 2.833 2.277
O -2.529 3.748 1.232
C -3.629 3.435 0.372
N -0.511 4.296 3.135
H -0.542 0.950 3.895
H -0.811 2.339 4.953
H 0.726 2.099 4.152
H -0.020 2.655 1.950
H -2.894 3.012 3.096
H -2.385 1.786 2.041
H -4.561 3.335 0.928
H -3.520 2.410 0.020
H -3.794 4.083 -0.489
H -0.853 4.842 2.357
H -1.240 4.524 3.797
C 3.119 0.391 3.034
C 3.177 -1.030 3.620
C 1.869 -1.830 3.495
O 2.095 -3.164 3.934
C 0.895 -3.889 4.349
N 4.166 -1.850 2.951
H 2.858 0.485 1.980
H 4.090 0.861 3.189
H 2.450 1.035 3.605
H 3.402 -0.991 4.686
H 1.517 -1.942 2.469
H 1.057 -1.355 4.045
H 1.196 -4.721 4.985
H 0.376 -4.250 3.461
H 0.201 -3.257 4.903
H 4.342 -2.569 3.639
H 3.750 -2.387 2.204
C -0.833 1.141 -3.720
C -2.027 1.684 -4.444
C -1.987 3.219 -4.801
O -3.240 3.433 -5.414
C -3.376 4.713 -5.958
N -2.241 0.901 -5.638
H -1.011 0.104 -3.438
H -0.618 1.603 -2.756
H 0.053 1.294 -4.335
H -2.901 1.500 -3.819
H -1.169 3.420 -5.493
H -1.853 3.826 -3.906
H -4.379 4.852 -6.361
H -2.768 4.956 -6.829
H -3.120 5.417 -5.167
H -3.018 1.323 -6.128
H -2.519 -0.048 -5.433
C -1.522 0.146 0.031
O -0.643 -0.061 1.121
H -1.406 -0.597 -0.758
H -2.538 -0.010 0.397
H -1.414 1.157 -0.362
H -0.701 -0.950 1.479
*
```

## Properties
E_LUMO: 0.6 eV
Calculated total energy: -47753.3641 eV
SMILES: COC[C@H](C)N.COC[C@H](C)N.COC[C@H](C)N.COC[C@H](C)N.COC[C@H](C)N.CC(C)O.CO
HOMO-LUMO gap: 9.42 eV
ΔE to the lowest compared entry with this formula, charge and spin: 1.9661 eV

Here are the Löwdin charges for atoms 1 to 99, given in e: -0.0417 -0.4972 -0.0087 -0.0688 0.0814 0.0672 0.0887 0.1333 0.0742 0.0530 0.0717 0.0448 -0.0752 -0.4088 -0.2268 -0.1901 -0.1129 0.0360 0.0715 0.0695 0.0800 0.1342 0.1264 0.1173 0.0800 0.0773 0.0848 0.0643 0.0657 -0.0449 -0.4081 -0.1692 -0.2562 -0.0737 0.0287 0.0606 0.0843 0.0704 0.1310 0.1292 0.1203 0.0876 0.0939 0.0900 0.0668 0.0688 -0.0352 -0.3917 -0.1940 -0.1970 -0.0927 0.0219 0.0509 0.0681 0.0470 0.1277 0.1212 0.0925 0.0807 0.0612 0.0876 0.0630 0.0705 -0.0368 -0.4126 -0.2104 -0.2050 -0.0616 0.0360 0.0637 0.0745 0.0493 0.1395 0.1182 0.1147 0.0858 0.0598 0.0715 0.0626 0.0677 -0.0705 -0.4457 -0.1716 -0.2027 -0.1208 0.0340 0.0585 0.0576 0.0872 0.1290 0.1276 0.1234 0.0888 0.0847 0.0866 0.0641 0.0736 -0.1507 -0.1412


6.
Here is an isolated molecule of C4H6FN from the Open Molecules 2025 dataset. Energies are from the ωB97M-V functional and the def2-TZVPD basis.

ORCA input file:
```
! wB97M-V def2-TZVPD RIJCOSX def2/J DEFGRID3
* xyz 0 1
C -1.210 0.868 -0.113
C -0.437 -0.453 -0.520
C 1.047 -0.557 -0.183
C 1.423 -0.167 1.124
H -0.637 1.759 -0.474
H -1.141 0.984 1.057
H -2.394 0.762 -0.382
H -1.030 -1.175 0.180
H -0.680 -0.724 -1.602
H 1.281 -1.538 -0.273
N 1.884 0.114 2.120
F 1.894 0.128 -0.934
*
```

## Properties
E_LUMO: 0.8 eV
Calculated total energy: -8451.1306 eV
SMILES: CC[C@@H](F)C#N
HOMO-LUMO gap: 12.65 eV
ΔE to the lowest compared entry with this formula, charge and spin: 1.2039 eV

Löwdin atomic charges, in units of e: -0.1316 -0.1947 -0.4195 -0.1748 0.0681 0.0901 0.1203 0.1400 0.1294 0.1161 0.1928 0.0638


7.
Here is a cluster of 2 separate species, C2H5O2 in total from the Open Molecules 2025 dataset. Energies are from the ωB97M-V functional and the def2-TZVPD basis.

ORCA input file:
```
! wB97M-V def2-TZVPD RIJCOSX def2/J DEFGRID3
* xyz -1 1
O 2.187 -0.213 -1.271
H 1.521 0.559 -1.167
O -1.268 0.955 -0.860
C -1.298 0.141 0.051
C -0.444 0.116 1.140
H -2.108 -0.740 -0.003
H 0.206 0.928 1.401
H -0.474 -0.724 1.824
H 1.678 -1.022 -1.115
*
```

## Properties
E_LUMO: 4.8 eV
Calculated total energy: -6249.7832 eV
HOMO-LUMO gap: 6.96 eV
ΔE to the lowest compared entry with this formula, charge and spin: 1.3555 eV

Löwdin atomic charges, in units of e: -0.1420 0.0683 -0.1876 -0.6351 -0.1498 0.0822 -0.0148 -0.0354 0.0142


Q: ΔE to the lowest compared entry with this formula, charge and spin of number 1 (C2H4S3)?
A: 3.1473 eV